The following is a quantum chemistry calculation of C18H27N3O2S in the gas phase, from OMol25.

Computed properties:
energy above the lowest of the compared OMol25 structures with the same formula, charge and spin	141.44	kJ/mol
SMILES	CCCN1CCC(=O)N(CCSc2ccc(NC(C)=O)cc2)CC1
HOMO level	-7.75	eV
Kohn-Sham gap	8.418	eV

ORCA input file:
```
! wB97M-V def2-TZVPD RIJCOSX def2/J DEFGRID3
* xyz 0 1
C 0.4882 3.1137 -5.8119
C -0.3391 3.4749 -4.5859
C 0.3530 3.0271 -3.2943
N 0.5194 1.5835 -3.2754
C -0.6154 0.8516 -2.7630
C -0.7987 0.8804 -1.2326
C 0.0923 -0.1004 -0.4984
O -0.3700 -1.0736 0.0690
N 1.4221 0.1684 -0.5025
C 2.2945 -0.6442 0.3136
C 2.9134 0.1418 1.4687
S 1.6753 1.1186 2.3921
C 0.5021 -0.1203 2.8796
C -0.8479 0.1883 2.7894
C -1.7918 -0.7489 3.1473
C -1.4026 -2.0101 3.5955
N -2.4067 -2.9281 3.9152
C -2.2933 -4.1844 4.4369
C -3.6431 -4.8569 4.6003
O -1.2502 -4.7126 4.7447
C -0.0478 -2.3059 3.7042
C 0.8962 -1.3610 3.3547
C 2.0138 1.2517 -1.2593
C 1.7847 1.1055 -2.7778
H 0.6796 2.0442 -5.8202
H 1.4422 3.6362 -5.7963
H -0.0378 3.3846 -6.7239
H -1.3183 2.9992 -4.6580
H -0.4945 4.5548 -4.5432
H 1.3403 3.4928 -3.2523
H -0.2250 3.3947 -2.4333
H -1.5113 1.2654 -3.2302
H -0.5216 -0.1898 -3.0875
H -0.6251 1.8890 -0.8516
H -1.8251 0.5965 -0.9958
H 3.0986 -1.0699 -0.2989
H 1.6774 -1.4573 0.7062
H 3.4312 -0.5300 2.1519
H 3.6212 0.8918 1.1153
H -1.1493 1.1597 2.4283
H -2.8427 -0.5096 3.0607
H -3.3427 -2.6037 3.7137
H -4.2792 -4.2716 5.2612
H -4.1328 -4.9531 3.6334
H -3.4986 -5.8450 5.0269
H 0.2607 -3.2744 4.0597
H 1.9434 -1.6044 3.4523
H 3.0875 1.2323 -1.0692
H 1.6321 2.2193 -0.9145
H 2.5749 1.6441 -3.3071
H 1.8665 0.0448 -3.0377
*
```

=====

The following is a quantum chemistry calculation of a molecular structure, C4H11AlAsF6NO in a non-equilibrium geometry, from OMol25.

Computed properties:
energy above the lowest of the compared OMol25 structures with the same formula, charge and spin	266.07	kJ/mol
HOMO level	-18.09	eV
Kohn-Sham gap	2.424	eV

ORCA input file:
```
! wB97M-V def2-TZVPD RIJCOSX def2/J DEFGRID3
* xyz 2 1
Al 1.9876 -4.7785 17.5970
As -0.3912 -2.5358 20.7800
F 0.6644 -1.1615 20.7316
F 0.2345 -3.2370 19.2742
F -1.4980 -3.8845 20.8262
F -1.1126 -1.9398 22.2581
F -1.5961 -1.6792 19.8412
F 0.8260 -3.3547 21.7399
C 4.6802 -7.3233 14.2347
C 3.6992 -6.8391 15.3468
C 3.1069 -8.0480 16.1047
O 2.2326 -7.5134 17.0614
C 1.6555 -8.5309 17.8710
N 4.2924 -5.8894 16.2931
H 5.4729 -7.8171 14.8080
H 5.1311 -6.4985 13.6883
H 4.2736 -8.0873 13.5759
H 2.8932 -6.2056 14.9590
H 3.9554 -8.5281 16.6208
H 2.7375 -8.7878 15.3897
H 0.8865 -9.0746 17.3179
H 1.1233 -8.1125 18.7346
H 2.4166 -9.0650 18.4516
H 4.9034 -5.2344 15.7909
H 4.9896 -6.4416 16.8132
*
```

=====

The following is a quantum chemistry calculation of a molecular structure, C20H31MgN7OSSe3Te, from OMol25.

Computed properties:
energy above the lowest of the compared OMol25 structures with the same formula, charge and spin	0.62	kJ/mol
HOMO level	-5.56	eV
Kohn-Sham gap	5.195	eV

ORCA input file:
```
! wB97M-V def2-TZVPD RIJCOSX def2/J DEFGRID3
* xyz 0 1
Mg -0.2577 0.2061 -0.5301
N -2.4259 2.5151 2.1849
C -1.9670 3.6799 1.5842
C -2.1401 5.0258 1.8962
C -1.5126 5.9323 1.0659
C -0.7454 5.5112 -0.0368
C -0.5792 4.1754 -0.3347
C -1.2001 3.2522 0.5045
N -1.1933 1.8612 0.4585
C -1.9243 1.4744 1.4705
C -2.1184 0.0618 1.8066
C -2.7240 -0.4654 2.8937
S -2.6472 -2.1661 2.8193
C -1.8031 -2.0777 1.3373
N -1.5916 -0.8649 0.9152
H -3.0572 2.4537 2.9623
H -2.7335 5.3460 2.7449
H -1.6170 6.9918 1.2635
H -0.2843 6.2551 -0.6744
H -0.0123 3.8456 -1.1985
H -3.2032 0.0364 3.7226
H -1.5134 -2.9525 0.7669
Se 1.9280 -0.0397 -1.9094
Se 1.1359 0.1501 -4.1174
Te -0.3585 2.1704 -4.1289
Se -2.4905 1.3451 -3.1671
C -1.9992 -4.8199 -2.1574
C -1.6637 -3.4941 -2.8341
C -0.6755 -3.7207 -3.9768
C -2.9399 -2.8617 -3.3684
N -1.0360 -2.6299 -1.7849
N -1.1883 -1.2157 -1.9725
H -2.4064 -5.5360 -2.8778
H -2.7376 -4.6620 -1.3660
H -1.1013 -5.2602 -1.7101
H -1.1042 -4.3663 -4.7477
H 0.2384 -4.1942 -3.6052
H -0.4021 -2.7680 -4.4407
H -3.4476 -3.5830 -4.0136
H -2.7428 -1.9642 -3.9577
H -3.6263 -2.5979 -2.5589
H -0.0318 -2.7679 -1.8219
H -2.1669 -0.9533 -1.9620
H -0.8466 -0.9288 -2.8928
C 2.1922 -2.2250 1.5787
N 2.8026 -0.9348 1.8666
C 4.1300 -0.9690 2.4681
C 4.4794 0.3895 3.0271
C 4.2568 1.4233 1.9468
N 2.8683 1.3769 1.5065
C 2.3824 2.5634 0.8074
C 2.1807 0.2092 1.4647
O 0.9998 0.1536 1.0586
H 1.7527 -2.6718 2.4762
H 2.9597 -2.8969 1.1921
H 1.4242 -2.1092 0.8236
H 4.8679 -1.2792 1.7210
H 4.1261 -1.7205 3.2594
H 5.5088 0.4053 3.3809
H 3.8198 0.6146 3.8686
H 4.9298 1.2534 1.0993
H 4.4491 2.4254 2.3277
H 2.3528 3.4146 1.4910
H 1.3926 2.3861 0.4176
H 3.0379 2.7920 -0.0330
*
```

=====

The following is a quantum chemistry calculation of 2 unconnected molecules or ions with the total composition C6H13Cl2, from OMol25.

Computed properties:
expectation value of S²	0.754
energy above the lowest of the compared OMol25 structures with the same formula, charge and spin	130.94	kJ/mol
HOMO level (spin up / spin down)	-7.95 / -11.00	eV
Kohn-Sham gap (spin up / spin down)	6.604 / 9.651	eV

ORCA input file:
```
! wB97M-V def2-TZVPD RIJCOSX def2/J DEFGRID3
* xyz 0 2
Cl 3.6650 -1.6431 0.4888
Cl 5.5974 -1.0085 0.5169
C -2.0097 1.2314 0.9539
C -1.5639 0.4598 -0.2738
C -0.0916 0.0030 -0.3121
C 0.1769 -0.9042 0.8912
C 0.1373 -0.7858 -1.6085
C 0.8682 1.1320 -0.2680
H -3.0629 1.5241 0.8944
H -1.9621 0.6544 1.8823
H -1.4187 2.1482 1.0495
H -2.1558 -0.4625 -0.2749
H -1.8453 1.0468 -1.1538
H -0.5040 -1.7674 0.8473
H 1.2044 -1.2759 0.9047
H 0.0123 -0.3957 1.8428
H -0.5034 -1.6740 -1.6370
H -0.0913 -0.1987 -2.4995
H 1.1698 -1.1255 -1.6902
H 1.9325 0.9132 -0.2194
H 0.4449 2.1286 -0.3346
*
```

=====

The following is a quantum chemistry calculation of a molecular structure, C56H46BrClCsI2N3O4P2Si in a non-equilibrium geometry, from OMol25.

Computed properties:
HOMO level	-0.43	eV
Kohn-Sham gap	3.997	eV

ORCA input file:
```
! wB97M-V def2-TZVPD RIJCOSX def2/J DEFGRID3
* xyz -2 1
Cs -0.5619 -0.6611 -0.7469
C -1.2493 2.7915 1.5145
Si -1.2149 1.0465 2.3614
C -3.0606 0.5790 2.1793
C -4.1521 1.4248 2.0865
C -5.4296 0.9199 1.9157
C -5.6209 -0.4487 1.8175
C -4.5386 -1.3100 1.8764
C -3.2622 -0.7922 2.0465
P -1.7063 -1.7203 2.2493
C -1.8510 -1.7882 4.0822
C -3.0071 -2.2336 4.7198
C -3.0919 -2.2327 6.0993
C -2.0310 -1.7773 6.8660
C -0.8782 -1.3328 6.2410
C -0.7949 -1.3379 4.8614
C -2.2878 -3.4233 1.8575
C -2.0016 -4.5283 2.6586
C -2.2663 -5.8114 2.2168
C -2.7772 -6.0224 0.9458
C -3.0208 -4.9367 0.1164
C -2.7757 -3.6559 0.5678
C -1.0347 1.6334 4.1790
C -1.9525 1.6749 5.2151
C -1.5499 2.0228 6.4948
C -0.2263 2.3358 6.7466
C 0.7042 2.3150 5.7169
C 0.2941 1.9580 4.4448
P 1.3545 1.7311 2.9690
C 2.7204 2.9203 3.2988
C 4.0108 2.6754 2.8139
C 4.9673 3.6701 2.8173
C 4.6542 4.9431 3.2739
C 3.3619 5.2180 3.6962
C 2.4039 4.2253 3.6935
C 2.1837 0.1891 3.4948
C 1.8980 -0.9909 2.8199
C 2.4491 -2.1925 3.2243
C 3.2940 -2.2246 4.3219
C 3.5832 -1.0527 5.0056
C 3.0357 0.1473 4.5954
H -1.9964 3.4603 1.9315
H -1.4516 2.6802 0.4556
H -0.2810 3.2723 1.6265
H -4.0125 2.4944 2.1534
H -6.2808 1.5899 1.8563
H -6.6216 -0.8459 1.6931
H -4.7024 -2.3764 1.7772
H -3.8417 -2.5850 4.1285
H -3.9947 -2.5858 6.5841
H -2.1048 -1.7698 7.9461
H -0.0438 -0.9740 6.8277
H 0.1032 -0.9966 4.3735
H -1.5724 -4.3735 3.6407
H -2.0621 -6.6582 2.8630
H -2.9731 -7.0290 0.5976
H -3.3933 -5.0964 -0.8905
H -2.9579 -2.8072 -0.0811
H -2.9888 1.4235 5.0298
H -2.2652 2.0444 7.3086
H 0.0964 2.5899 7.7486
H 1.7331 2.5776 5.9266
H 4.2620 1.6853 2.4502
H 5.9699 3.4610 2.4678
H 5.4058 5.7238 3.2715
H 3.1045 6.2142 4.0338
H 1.3904 4.4425 4.0098
H 1.2142 -0.9746 1.9853
H 2.1755 -3.0886 2.6885
H 3.7356 -3.1551 4.6537
H 4.2334 -1.0709 5.8730
H 3.2560 1.0574 5.1368
O 0.1690 -2.6595 0.5900
N 1.2693 -3.2198 0.2343
N 1.7883 -2.7903 -0.8543
O 1.3136 -1.8649 -1.6028
C 2.9263 -3.4713 -1.2918
C 3.6651 -4.3040 -0.4513
C 4.7633 -4.9794 -0.9470
C 5.1420 -4.8434 -2.2754
C 4.4145 -4.0065 -3.1063
C 3.3169 -3.3234 -2.6227
H 3.3725 -4.4054 0.5791
H 5.3496 -5.6127 -0.2951
H 5.9994 -5.3829 -2.6582
H 4.7114 -3.8789 -4.1393
H 2.7278 -2.6700 -3.2497
Br -1.4123 -4.5489 -5.4397
C -3.1406 -4.3919 -4.6694
C -4.0230 -5.4505 -4.8096
C -5.2918 -5.3553 -4.2685
C -5.6606 -4.2112 -3.5770
C -4.7670 -3.1663 -3.4391
C -3.4881 -3.2282 -3.9915
I -2.1750 -1.5700 -3.7630
H -3.7106 -6.3383 -5.3379
H -5.9898 -6.1705 -4.3860
H -6.6463 -4.1351 -3.1420
H -5.0503 -2.2773 -2.8940
I 2.0410 4.8529 -0.3937
C 2.4464 3.5248 -1.9973
C 3.0852 4.0270 -3.1138
C 3.3410 3.1313 -4.1437
C 2.9534 1.8049 -3.9904
C 2.3365 1.4179 -2.8105
N 2.0877 2.2791 -1.8287
H 3.3651 5.0683 -3.1757
H 3.8393 3.4726 -5.0418
H 3.1227 1.0883 -4.7798
H 2.0387 0.3945 -2.6297
Cl -1.8084 3.0193 -4.9414
C -2.1114 2.7221 -3.2428
C -1.6201 1.3283 -2.7780
O -0.8750 0.6871 -3.5376
O -2.0541 0.9876 -1.6743
H -3.1847 2.7812 -3.0734
H -1.6047 3.4957 -2.6699
*
```

=====

The following is a quantum chemistry calculation of a molecular structure, C25H15Cl2N5O2SZn in a non-equilibrium geometry, from OMol25.

Computed properties:
HOMO level	-7.19	eV
Kohn-Sham gap	6.403	eV

ORCA input file:
```
! wB97M-V def2-TZVPD RIJCOSX def2/J DEFGRID3
* xyz 0 1
Zn 13.0742 6.8903 11.9642
Cl 6.4977 6.0163 12.4514
C 8.0271 6.5986 11.8830
C 9.1419 6.2671 12.6425
C 10.4000 6.6968 12.2591
N 11.5485 6.4030 12.9834
C 11.5801 6.2882 14.2991
O 10.6572 6.2399 15.1343
C 13.0090 6.3050 14.8572
C 13.2555 6.0184 16.2042
C 14.5117 6.0715 16.7359
C 15.5263 6.3983 15.8858
C 15.2738 6.6733 14.5794
N 13.9947 6.6145 14.0654
C 10.5307 7.4013 11.0306
C 9.4150 7.7481 10.3209
C 8.1338 7.4229 10.7333
Cl 6.6548 7.8315 9.8649
N 11.8558 7.5581 10.5658
C 12.1571 8.3520 9.5020
O 11.5171 9.2854 8.9863
C 13.4790 8.0388 8.8717
C 14.3754 9.0478 8.5663
C 15.5557 8.6954 7.8695
C 15.6812 7.3558 7.4874
C 14.6721 6.4520 7.7875
N 13.6074 6.7644 8.5137
H 8.9776 5.6279 13.4606
H 12.3754 5.7678 16.7503
H 14.7659 5.8268 17.7572
H 16.5703 6.4644 16.2835
H 15.9643 7.0149 13.8434
H 9.4755 8.1640 9.3166
H 14.1188 10.0331 8.8951
H 16.2603 9.4564 7.6153
H 16.5564 7.0206 6.9497
H 14.7512 5.3911 7.5884
S 16.9016 5.2432 10.3141
C 15.3029 5.3683 10.9131
N 14.9585 6.5257 11.3571
C 16.0268 7.4561 11.3181
C 15.9894 8.7944 11.7949
C 17.1754 9.5193 11.7889
C 18.3367 8.9190 11.2866
C 18.3817 7.5969 10.7959
C 17.1946 6.8758 10.8291
H 14.6568 4.4693 10.9476
H 15.0429 9.1856 12.2007
H 17.2110 10.4855 12.2952
H 19.2377 9.5172 11.3140
H 19.3254 7.2040 10.3957
*
```